Entry 1:
Entry from the OMol25 dataset: a molecular structure, CH6N3O at a distorted geometry (the ωB97M-V functional and the def2-TZVPD basis).

XYZ file:
```
11
Properties=species:S:1:pos:R:3:forces:R:3
C 0.102 0.156 -0.333 -0.70 -2.40 0.95
N -0.353 -0.969 -1.113 0.82 -2.99 -0.50
N 1.318 0.263 0.321 1.60 0.37 -1.12
N -1.011 0.538 0.662 -1.40 -5.48 1.08
O -0.186 0.342 -1.625 0.43 2.93 -0.69
H 0.451 -1.554 -1.589 -1.59 1.34 1.58
H 1.383 -0.213 1.220 -0.06 0.06 -0.43
H 2.120 -0.013 -0.295 -0.96 0.54 0.85
H -1.993 -0.260 0.450 3.60 3.50 0.40
H -1.189 1.523 0.657 -0.59 0.78 0.11
H -0.643 0.187 1.645 -1.16 1.35 -2.24
```
Positions in Å, forces in eV/Å.

## Properties
Frontier orbital gap in eV: 10.16
Total charge: +1
Energy relative to the best compared isomer or geometry (same formula, charge and spin) in kJ/mol: 314.9

For reference, the natural (NBO) charges in units of e are: atom 1 (C): 0.618, atom 2 (N): -0.353, atom 3 (N): -0.843, atom 4 (N): -0.759, atom 5 (O): -0.310, atom 6 (H): 0.376, atom 7 (H): 0.399, atom 8 (H): 0.428, atom 9 (H): 0.526, atom 10 (H): 0.461, atom 11 (H): 0.456

Entry 2:
Entry from the OMol25 dataset: a molecular structure, CH6N3OS at a distorted geometry (the ωB97M-V functional and the def2-TZVPD basis).

XYZ file:
```
12
Properties=species:S:1:pos:R:3:forces:R:3
C 1.649 0.530 0.116 1.55 -0.15 -0.64
N 2.137 -0.648 0.372 -1.00 -2.96 1.38
N -2.216 1.024 -0.041 -0.90 1.73 -0.62
N -1.346 -1.533 -0.319 1.51 -2.33 -2.75
O 0.461 0.867 0.172 1.56 1.25 -0.23
S -1.375 -0.258 0.502 -2.02 1.33 3.76
H 3.051 -1.039 0.200 0.35 1.05 -0.20
H 1.560 -1.359 0.824 -0.19 0.30 -0.37
H -1.934 1.885 0.435 0.00 -0.40 -0.06
H -2.692 1.256 -0.920 0.65 -0.89 0.18
H 2.503 1.129 -0.187 -0.50 1.34 -0.40
H -1.799 -1.855 -1.153 -1.01 -0.26 -0.03
```
Positions in Å, forces in eV/Å.

## Properties
Frontier orbital gap (alpha / beta) in eV: 8.62 / 6.52
Multiplicity: 3
Total charge: +1
Energy relative to the best compared isomer or geometry (same formula, charge and spin) in kJ/mol: 150.6

For reference, the natural (NBO) charges in units of e are: atom 1 (C): 0.550, atom 2 (N): -0.739, atom 3 (N): -0.994, atom 4 (N): -0.697, atom 5 (O): -0.559, atom 6 (S): 1.114, atom 7 (H): 0.439, atom 8 (H): 0.410, atom 9 (H): 0.431, atom 10 (H): 0.445, atom 11 (H): 0.183, atom 12 (H): 0.416

Entry 3:
Entry from the OMol25 dataset: 2 unconnected molecules or ions with the total composition CH6N4 at a distorted geometry (the ωB97M-V functional and the def2-TZVPD basis).

XYZ file:
```
11
Properties=species:S:1:pos:R:3:forces:R:3
C 0.165 -0.149 0.442 6.95 2.15 1.82
H -0.699 -0.517 -2.199 -1.44 1.38 1.67
H -1.670 -0.872 -0.887 0.18 1.29 -0.78
H -1.135 1.525 0.015 3.25 -2.98 -2.03
H 0.416 1.919 1.262 3.40 -4.45 0.12
H 1.800 0.490 1.743 -1.25 0.71 0.06
H -0.033 -1.928 -0.014 -0.86 -1.46 -1.48
N -1.258 -0.023 -1.386 -0.70 -5.03 -3.31
N -0.335 0.545 -0.604 -4.38 5.68 2.78
N 1.072 0.874 1.122 -4.40 1.71 -0.57
N 0.568 -1.356 0.501 -0.75 1.00 1.74
```
Positions in Å, forces in eV/Å.

## Properties
Frontier orbital gap in eV: 9.46
Energy relative to the best compared isomer or geometry (same formula, charge and spin) in kJ/mol: 391.3

For reference, the natural (NBO) charges in units of e are: atom 1 (C): 0.520, atom 2 (H): 0.346, atom 3 (H): 0.317, atom 4 (H): 0.278, atom 5 (H): 0.382, atom 6 (H): 0.409, atom 7 (H): 0.326, atom 8 (N): -0.624, atom 9 (N): -0.373, atom 10 (N): -0.882, atom 11 (N): -0.698

Entry 4:
Entry from the OMol25 dataset: a molecular structure, CH6N4 at a distorted geometry (the ωB97M-V functional and the def2-TZVPD basis).

XYZ file:
```
11
Properties=species:S:1:pos:R:3:forces:R:3
C -0.166 -0.388 0.494 0.60 -1.29 2.61
H 0.404 -0.405 -2.262 -0.87 3.06 2.57
H -0.817 1.146 -2.303 3.73 -2.67 2.64
H 0.769 1.148 0.151 1.14 1.40 -1.12
H 0.835 0.943 1.760 -1.25 -3.85 0.82
H -0.075 -0.393 2.681 1.47 0.67 -3.13
H -1.013 -1.563 -0.569 -1.00 -0.53 -1.90
N 0.170 0.565 -1.690 -2.62 -0.04 -7.11
N 0.119 0.620 -0.381 -0.60 -0.46 2.42
N 0.498 -0.165 1.753 -0.47 3.83 1.66
N -0.726 -1.507 0.364 -0.12 -0.13 0.54
```
Positions in Å, forces in eV/Å.

## Properties
Frontier orbital gap in eV: 9.65
Energy relative to the best compared isomer or geometry (same formula, charge and spin) in kJ/mol: 261.7

For reference, the natural (NBO) charges in units of e are: atom 1 (C): 0.540, atom 2 (H): 0.377, atom 3 (H): 0.336, atom 4 (H): 0.345, atom 5 (H): 0.335, atom 6 (H): 0.412, atom 7 (H): 0.325, atom 8 (N): -0.659, atom 9 (N): -0.446, atom 10 (N): -0.831, atom 11 (N): -0.735

Entry 5:
Entry from the OMol25 dataset: a single CH6N4 molecule at a distorted geometry (the ωB97M-V functional and the def2-TZVPD basis).

XYZ file:
```
11
Properties=species:S:1:pos:R:3:forces:R:3
H -0.867 -0.881 -2.253 -0.53 -0.53 0.07
N -0.334 -0.129 -1.871 0.78 0.80 -0.50
C 0.002 -0.206 -0.675 0.29 -1.64 3.04
N -0.545 -1.195 0.337 2.38 3.11 -0.21
N 0.963 0.826 -0.082 -4.65 -0.14 -3.86
N 0.321 1.403 1.062 1.00 -1.97 4.92
H 0.124 -1.287 1.123 -0.64 0.06 -0.73
H -0.746 -2.089 -0.024 -0.26 -0.97 -0.82
H 0.663 1.542 -0.846 1.69 -1.12 1.35
H 1.085 1.074 1.871 -3.13 1.36 -2.13
H -0.665 0.941 1.357 3.07 1.04 -1.14
```
Positions in Å, forces in eV/Å.

## Properties
Frontier orbital gap in eV: 10.37
Energy relative to the best compared isomer or geometry (same formula, charge and spin) in kJ/mol: 155.6
SMILES: [H]/N=C(\N)NN

For reference, the natural (NBO) charges in units of e are: atom 1 (H): 0.357, atom 2 (N): -0.724, atom 3 (C): 0.566, atom 4 (N): -0.881, atom 5 (N): -0.465, atom 6 (N): -0.686, atom 7 (H): 0.376, atom 8 (H): 0.380, atom 9 (H): 0.372, atom 10 (H): 0.342, atom 11 (H): 0.364

Entry 6:
Entry from the OMol25 dataset: a single CH6N4 molecule at a distorted geometry (the ωB97M-V functional and the def2-TZVPD basis).

XYZ file:
```
11
Properties=species:S:1:pos:R:3:forces:R:3
C -1.418 -0.233 -0.028 1.60 -1.22 2.50
N 2.212 -0.300 0.131 2.08 -0.03 0.39
N 1.008 -0.720 0.211 0.02 -0.34 -0.53
N 0.563 1.393 -0.179 -1.93 -0.53 0.17
N 0.050 0.154 0.057 -1.09 -0.09 -0.86
H -1.855 0.393 -0.793 -0.46 0.42 0.57
H -1.577 -1.277 -0.352 0.67 0.29 -0.21
H -1.778 -0.302 1.087 -0.03 1.06 -2.33
H 2.278 0.765 0.131 -0.94 -1.98 -0.03
H 0.825 -1.747 0.104 0.03 1.55 0.35
H -0.307 1.876 -0.370 0.04 0.86 -0.01
```
Positions in Å, forces in eV/Å.

## Properties
Frontier orbital gap (alpha / beta) in eV: 7.57 / 7.63
Energy relative to the best compared isomer or geometry (same formula, charge and spin) in kJ/mol: 443.6

For reference, the natural (NBO) charges in units of e are: atom 1 (C): -0.450, atom 2 (N): -0.554, atom 3 (N): -0.097, atom 4 (N): -0.681, atom 5 (N): -0.004, atom 6 (H): 0.236, atom 7 (H): 0.211, atom 8 (H): 0.230, atom 9 (H): 0.397, atom 10 (H): 0.401, atom 11 (H): 0.311

Question: Look up the energy relative to the best compared isomer or geometry (same formula, charge and spin) of the first one.
Answer: 314.9 kJ/mol

Question: Which value of energy relative to the best compared isomer or geometry (same formula, charge and spin) does entry 2 give?
Answer: 150.6 kJ/mol